{
  "formula": "C4H7ClS",
  "method": "ωB97M-V/def2-TZVPD",
  "spin_multiplicity": 1,
  "max_force_ev_per_a": 6.74,
  "gap_ev": 9.3,
  "e_tot_ev": -27615.419,
  "e_above_lowest_kcal_mol": 75.88,
  "species": ["C", "C", "C", "C", "H", "H", "H", "H", "H", "H", "H", "S", "Cl"],
  "coordinates": [[-1.508, 0.469, 0.230], [-1.007, -0.873, -0.230], [0.283, -1.224, -0.418], [1.552, -0.530, -0.052], [-3.135, 1.760, 1.677], [-0.796, 1.217, 0.123], [-2.345, 0.565, -0.562], [-1.560, -1.662, -0.678], [0.450, -2.319, -1.126], [2.258, -1.488, 0.445], [1.328, 0.338, 0.754], [-1.867, 0.799, 1.822], [2.220, 0.102, -1.587]]
}